{"formula": "C2H2Br6", "method": "wB97M-V/def2-TZVPD", "homo_energy_ev": -10.37, "e_tot_ha": -15521.459652, "multiplicity": 1, "total_charge": 0, "e_above_lowest_ev": 0.1873, "orbital_gap_ha": 0.3656, "lumo_energy_ev": -0.4, "fmax_ev_per_a": 0.922, "species": ["C", "Br", "Br", "Br", "H", "C", "Br", "Br", "Br", "H"], "positions_angstrom": [[1.00, -1.81, 2.01], [2.26, -1.48, 3.46], [0.68, -0.21, 0.89], [-0.70, -2.50, 2.70], [1.39, -2.53, 1.31], [-0.95, 1.64, -1.96], [-2.36, 1.36, -3.29], [-0.82, 3.55, -1.52], [0.72, 0.86, -2.56], [-1.23, 1.13, -1.05]]}

{"formula": "C2H2Br6", "method": "wB97M-V/def2-TZVPD", "homo_energy_ev": -10.33, "e_tot_ha": -15521.447276, "multiplicity": 1, "total_charge": 0, "e_above_lowest_ev": 0.5241, "orbital_gap_ha": 0.3589, "lumo_energy_ev": -0.6, "fmax_ev_per_a": 1.703, "species": ["C", "Br", "Br", "Br", "H", "C", "Br", "Br", "Br", "H"], "positions_angstrom": [[5.94, 6.84, -21.21], [5.10, 5.40, -20.13], [5.13, 8.62, -20.86], [5.92, 6.71, -23.16], [6.98, 6.93, -20.92], [3.28, 14.00, -18.39], [2.46, 14.62, -20.08], [2.37, 14.62, -16.79], [5.30, 14.22, -18.37], [3.17, 12.92, -18.47]]}

{"formula": "C2H2BrCl2NO", "method": "wB97M-V/def2-TZVPD", "homo_energy_ev": -9.54, "e_tot_ha": -3701.655450, "multiplicity": 1, "total_charge": 0, "e_above_lowest_ev": 3.7340, "orbital_gap_ha": 0.3119, "lumo_energy_ev": -1.1, "fmax_ev_per_a": 2.539, "species": ["C", "C", "N", "O", "Cl", "Cl", "Br", "H", "H"], "positions_angstrom": [[-0.49, 0.78, 0.38], [-0.41, -0.88, -3.00], [0.02, 1.44, -0.61], [-0.85, -0.50, 0.31], [-1.97, -0.61, -3.43], [0.75, -0.33, -4.10], [0.35, 3.21, -0.08], [-0.68, 1.01, 1.47], [-0.38, -1.01, -0.43]]}

{"formula": "C2H2BrClF2", "method": "wB97M-V/def2-TZVPD", "homo_energy_ev": [-8.62, -8.73], "e_tot_ha": -3311.199764, "multiplicity": 1, "total_charge": 0, "e_above_lowest_ev": 3.2152, "orbital_gap_ha": [0.3176, 0.3199], "lumo_energy_ev": [0.0, 0.0], "fmax_ev_per_a": 4.984, "species": ["C", "C", "F", "F", "Cl", "Br", "H", "H"], "positions_angstrom": [[0.79, -0.98, -0.16], [-0.60, 1.11, 0.09], [1.45, -1.01, 1.04], [-0.50, 2.02, -0.87], [-0.28, -2.24, -0.52], [-2.17, 0.20, 0.25], [1.43, -0.72, -0.87], [-0.12, 1.62, 1.04]]}

{"formula": "C2H2BrClO2S", "method": "wB97M-V/def2-TZVPD", "homo_energy_ev": -10.45, "e_tot_ha": -3660.212604, "multiplicity": 1, "total_charge": 0, "e_above_lowest_ev": 0.0000, "orbital_gap_ha": 0.3768, "lumo_energy_ev": -0.2, "fmax_ev_per_a": 3.051, "species": ["C", "C", "O", "O", "S", "Cl", "Br", "H", "H"], "positions_angstrom": [[1.52, -0.63, 0.36], [0.22, -0.53, 0.05], [-0.12, 2.08, -0.71], [-1.87, 0.33, -1.30], [-0.87, 0.88, -0.42], [-1.85, 1.24, 1.21], [-0.89, -2.07, -0.24], [1.82, -1.62, 0.59], [2.06, 0.31, 0.46]]}

{"formula": "C2H2BrF2NO", "method": "wB97M-V/def2-TZVPD", "homo_energy_ev": -9.25, "e_tot_ha": -2981.033800, "multiplicity": 1, "total_charge": 0, "e_above_lowest_ev": 3.7818, "orbital_gap_ha": 0.3566, "lumo_energy_ev": 0.4, "fmax_ev_per_a": 2.701, "species": ["C", "C", "N", "O", "F", "F", "Br", "H", "H"], "positions_angstrom": [[1.21, -1.28, -0.45], [-1.57, 0.78, 0.80], [1.09, -1.84, -1.49], [1.07, -0.63, 0.48], [-1.64, 0.70, -0.52], [-2.57, 1.71, 1.08], [0.19, 2.21, 0.87], [0.66, 0.88, 1.24], [1.55, -2.52, -2.03]]}